1.
{
  "formula": "C4H9O2",
  "method": "ωB97M-V/def2-TZVPD",
  "species": ["O", "C", "C", "C", "C", "O", "H", "H", "H", "H", "H", "H", "H", "H", "H"],
  "coordinates": [[-1.645, -2.864, -0.469], [-0.603, -2.060, -0.392], [-0.720, -0.653, 0.292], [0.288, 0.337, -0.198], [0.427, 1.635, 0.574], [1.681, 2.284, 0.293], [0.335, -2.529, 0.037], [-0.164, -1.733, -1.408], [-0.669, -0.761, 1.387], [-1.759, -0.365, 0.062], [1.221, -0.217, -0.321], [0.018, 0.635, -1.231], [0.413, 1.360, 1.630], [-0.400, 2.311, 0.355], [1.573, 2.620, -0.611]],
  "atomic_forces_ev_per_a": [[-0.3, 0.3, 0.4], [1.4, 0.2, -1.1], [-1.6, -0.6, 0.6], [-0.2, 0.3, -1.4], [0.6, -1.0, 0.3], [-0.5, 0.4, -0.3], [-0.1, 0.0, 0.4], [-0.3, -0.2, 0.0], [0.0, 0.0, -0.1], [0.2, 0.2, 0.1], [0.4, 0.4, 0.4], [0.1, -0.3, 0.1], [0.1, 0.5, 0.2], [-0.1, 0.0, 0.1], [0.3, -0.2, 0.4]],
  "smiles": "[O-]CCCCO",
  "e_homo_ev": -2.17,
  "total_charge": -1,
  "e_lumo_ev": 3.41,
  "spin_multiplicity": 1,
  "fmax_ev_per_a": 1.84,
  "energy_ha": -308.2510
}

---

2.
{
  "formula": "C4H9O2",
  "method": "ωB97M-V/def2-TZVPD",
  "species": ["C", "C", "O", "O", "H", "H", "H", "C", "C", "H", "H", "H", "H", "H", "H"],
  "coordinates": [[-0.109, 1.325, -1.293], [-1.447, 0.860, -0.642], [-1.790, 1.448, 0.411], [-2.035, -0.050, -1.264], [-0.306, 1.597, -2.333], [0.572, 0.473, -1.276], [0.318, 2.187, -0.771], [1.647, -1.360, 0.732], [2.676, -1.814, 1.805], [2.110, -1.035, -0.203], [0.868, -2.103, 0.614], [1.195, -0.418, 1.041], [2.155, -2.491, 2.476], [2.937, -0.984, 2.460], [3.479, -2.383, 1.343]],
  "atomic_forces_ev_per_a": [[-0.3, 0.1, 0.1], [0.1, 0.3, 0.0], [0.1, -0.1, -0.1], [-0.1, -0.1, 0.0], [0.1, -0.1, 0.0], [0.2, 0.1, -0.1], [0.0, -0.2, 0.0], [0.6, 0.9, 0.6], [-1.4, -0.1, -0.4], [0.0, -0.7, -0.1], [-0.1, 0.0, -0.5], [-0.4, -0.2, 0.3], [0.0, -0.3, 0.1], [0.8, 0.0, -0.3], [0.4, 0.3, 0.3]],
  "e_homo_ev": -3.78,
  "total_charge": -1,
  "e_lumo_ev": 3.60,
  "spin_multiplicity": 1,
  "fmax_ev_per_a": 1.42,
  "energy_ha": -308.3313
}